Arrangement P

10
Properties=species:S:1:pos:R:3 method="wB97M-V/def2-TZVPD" multiplicity=1 smiles="O=C(O)C(=S)NO"
O 1.635 -0.131 -0.032
C 0.589 -0.752 -0.080
O 0.497 -2.014 -0.460
C -0.740 -0.155 0.366
S -1.896 -1.030 1.138
N -0.803 1.164 0.182
O 0.040 1.904 -0.613
H 1.403 -2.330 -0.670
H -1.650 1.666 0.454
H 0.926 1.678 -0.285

Arrangement Q

10
Properties=species:S:1:pos:R:3 method="wB97M-V/def2-TZVPD" multiplicity=1
C 1.981 -0.525 -0.781
C -0.075 -0.272 -0.338
N -0.206 0.156 0.994
O 2.517 -0.365 -1.807
O -1.257 -0.272 1.781
O -2.186 1.368 -0.498
S -0.736 1.325 -0.294
H 2.384 -0.841 0.241
H -0.574 -1.129 -0.936
H -1.847 0.555 1.638

So which one wins? Going from most stable to least: arrangement P, arrangement Q.

Arrangement P

27
Properties=species:S:1:pos:R:3 method="wB97M-V/def2-TZVPD" multiplicity=1 smiles="CCC(C)C.CCC=O"
C -0.009 0.966 -1.752
C -0.798 0.755 -0.474
C -0.022 1.648 0.956
C 1.453 1.505 0.943
C -0.503 3.078 0.858
H 0.410 1.971 -1.801
H 0.842 0.293 -1.829
H -0.648 0.848 -2.629
H -1.331 -0.191 -0.455
H -1.673 1.405 -0.467
H -0.476 1.141 1.808
H 1.871 1.588 1.946
H 1.937 2.179 0.240
H 1.710 0.444 0.639
H -0.090 3.661 1.685
H -1.588 3.145 0.907
H -0.173 3.532 -0.078
C -0.106 -3.908 -0.074
C -0.523 -2.489 -0.470
C 0.283 -1.502 0.340
O 1.449 -1.233 0.055
H -0.697 -4.644 -0.620
H 0.949 -4.068 -0.291
H -0.267 -4.080 0.991
H -1.589 -2.350 -0.275
H -0.332 -2.324 -1.532
H -0.079 -1.372 1.378

Arrangement Q

27
Properties=species:S:1:pos:R:3 method="wB97M-V/def2-TZVPD" multiplicity=1
C 3.634 1.058 1.041
C 2.385 0.730 0.074
C 1.007 1.067 0.558
C -0.063 0.880 -0.289
C -0.231 -0.448 -0.592
C -1.358 -0.899 -1.445
C -2.596 -0.804 -0.623
C -2.857 -1.403 0.489
O -2.353 -0.753 1.641
H -1.506 -0.581 1.552
H -2.222 -2.476 0.186
H -3.813 -1.615 0.636
H -3.628 -0.860 -1.256
H -2.864 0.323 -0.583
H -1.416 -1.784 -1.878
H -1.340 -0.320 -2.379
H 0.679 -0.892 -1.250
H -0.011 -1.305 0.167
H -1.030 1.223 0.049
H 0.223 1.407 -1.236
H 1.007 0.594 1.564
H 1.320 2.047 0.900
H 2.634 -0.332 -0.259
H 2.784 1.196 -0.893
H 3.561 2.447 1.079
H 4.541 0.888 0.585
H 3.512 0.614 2.163

So which one wins? Going from most stable to least: arrangement P, arrangement Q.

Arrangement P

8
Properties=species:S:1:pos:R:3 method="wB97M-V/def2-TZVPD" multiplicity=1
Si -0.141 0.086 0.257
Si -0.351 0.558 2.531
Cl 1.083 0.874 3.904
Cl -2.052 1.339 3.211
Cl -0.843 -2.095 3.060
H 0.747 1.290 -0.039
H 0.597 -1.143 0.252
H -1.222 0.187 -0.757

Arrangement Q

8
Properties=species:S:1:pos:R:3 method="wB97M-V/def2-TZVPD" multiplicity=1 smiles=[SiH3][Si](Cl)(Cl)Cl
Si -1.296 -0.044 -0.001
Si 0.917 0.438 -0.221
Cl 1.878 1.083 -1.844
Cl 1.756 1.176 1.413
Cl 1.806 -2.005 0.289
H -1.509 0.094 1.489
H -2.355 0.650 -0.886
H -1.198 -1.393 -0.239

Arrangement R

8
Properties=species:S:1:pos:R:3 method="wB97M-V/def2-TZVPD" multiplicity=1
Si -1.240 1.459 -0.699
Si 2.772 0.494 1.213
Cl -0.570 -0.182 0.156
Cl 2.474 -1.597 1.282
Cl -2.420 2.552 0.448
H -0.103 2.189 -0.798
H -2.133 0.937 -1.799
H 3.260 0.723 -0.275

So which one wins? Going from most stable to least: arrangement Q, arrangement P, arrangement R.

Arrangement P

21
Properties=species:S:1:pos:R:3 method="wB97M-V/def2-TZVPD" multiplicity=1 smiles=O.O.O.O.O.O.O
O 0.082 0.206 -0.822
H 0.286 -0.437 -0.196
H -0.858 -0.051 -0.997
O -1.602 -2.254 -1.242
H -1.439 -1.687 -1.929
H -2.403 -2.824 -1.425
O 1.003 1.069 1.989
H 0.590 1.107 2.903
H 1.454 1.932 2.093
O 0.545 -2.103 1.777
H 1.440 -2.123 1.325
H -0.147 -1.643 1.289
O 3.806 -1.391 -1.067
H 4.006 -1.620 -0.164
H 2.969 -0.868 -0.955
O 1.758 3.012 -1.079
H 2.507 3.561 -1.069
H 1.281 3.143 -0.265
O -5.338 0.728 -0.021
H -4.917 0.921 -0.816
H -5.024 1.323 0.670

Arrangement Q

21
Properties=species:S:1:pos:R:3 method="wB97M-V/def2-TZVPD" multiplicity=1 smiles=O.O.O.O.O.O.O
O -0.381 -3.529 -2.661
H -0.421 -2.879 -1.953
H -0.243 -2.944 -3.467
O -0.397 1.180 2.364
H -0.422 1.957 2.813
H -0.071 0.577 2.940
O 0.686 0.207 -0.426
H 0.323 -0.666 -0.260
H 0.242 0.582 0.382
O 0.419 3.536 -2.009
H -0.124 4.020 -1.288
H 0.449 2.819 -1.357
O -0.278 -2.257 -0.206
H -0.874 -2.390 0.403
H 0.558 -2.763 -0.194
O 2.835 1.637 0.163
H 2.145 0.963 0.023
H 3.463 1.179 0.478
O -2.775 -0.178 1.205
H -2.138 0.062 1.937
H -2.999 -1.104 1.114

So which one wins? Going from most stable to least: arrangement P, arrangement Q.